ORCA calculation (wB97M-V/def2-TZVPD) on 2 unconnected molecules or ions with the total composition C2H6Cl2NOP in a non-equilibrium geometry.

The HOMO-LUMO gap (spin up / spin down) is 4.24 / 3.53 eV. The molecular weight is 161.956 g mol⁻¹. For the HOMO energy (spin up / spin down), the calculation gives -6.51 / -6.17 eV. The value obtained for the LUMO energy (spin up / spin down) is -2.2667 / -2.6393 eV. The calculation puts the energy above the lowest of the compared OMol25 structures with the same formula, charge and spin at 7.683 eV.

```
! wB97M-V def2-TZVPD RIJCOSX def2/J DEFGRID3
* xyz 0 1
C -1.245 0.781 1.498
C -0.198 -1.465 -1.013
N -1.282 -0.387 0.712
O -0.224 -0.413 -0.134
P 2.572 0.350 -0.292
Cl 2.099 2.224 0.135
Cl 2.646 0.520 -2.344
H -0.200 1.119 1.746
H -1.593 1.551 0.860
H -1.852 0.815 2.468
H 0.824 -1.486 -1.193
H -0.893 -1.268 -1.906
H -0.654 -2.342 -0.538
*
```

natural (NBO) population analysis, charges in e, atoms 1 to 4:
1 C -0.50
2 C -0.26
3 N -0.06
4 O -0.28